(1)
110
Properties=species:S:1:pos:R:3:forces:R:3 method="wB97M-V/def2-TZVPD" e_tot_ev=-139236.869 smiles="CCOC(=O)P(O)Br.c1ccccc1.c1ccccc1.c1ccccc1.c1ccccc1.c1ccccc1.c1ccccc1.c1ccccc1.c1ccccc1"
Br -0.33321 -5.91821 -2.97872 -0.0855 0.0791 0.0520
P 0.46312 -3.84697 -2.94937 0.4388 0.2122 -0.2322
O -0.00446 -2.14776 -0.76208 -0.3049 -0.0770 0.0232
O -0.65152 -3.03060 -3.81094 -0.1884 -0.2549 -0.0727
O 0.51657 -4.26410 -0.33103 0.1356 0.1944 0.0370
C 1.22495 4.44399 6.80398 -0.0188 -0.0063 0.0007
C -5.98447 -2.87685 -4.71354 -0.0047 0.0101 0.0032
C 5.01030 0.70834 12.93733 0.0051 -0.0012 0.0053
C 0.92148 0.67726 -4.23088 -0.0137 -0.0274 0.0445
C -5.08411 -3.69356 -4.04454 0.0120 0.0192 0.0224
C 0.67058 8.82553 -4.93073 -0.0003 0.0045 0.0064
C 1.26839 2.61549 -5.60615 -0.0014 0.0077 0.0032
C 0.06051 7.59117 -5.10410 0.0008 0.0021 0.0066
C 2.65094 1.12496 12.74124 0.0055 0.0052 0.0028
C 1.75079 2.71029 -3.25238 -0.0045 -0.0035 0.0055
C 5.13505 0.76272 11.55606 0.0039 0.0026 -0.0041
C -0.14301 4.57044 8.77793 -0.0004 -0.0059 0.0096
C 1.84202 6.91832 -6.57176 0.0016 -0.0130 -0.0020
C -1.68672 -0.47650 -0.33424 -0.1542 0.1350 -0.3955
C 2.45044 8.15396 -6.40059 0.0087 0.0006 0.0020
C 2.77627 1.18247 11.36027 -0.0395 0.0199 -0.0219
C 3.76841 0.88876 13.52991 -0.0006 0.0029 0.0050
C -0.01699 4.62596 7.39686 -0.0010 0.0076 -0.0158
C -1.12088 -1.44030 -1.36845 0.0199 0.1493 0.0130
C -2.15116 4.02134 3.07840 0.0040 0.0060 0.0025
C 4.01804 1.00094 10.76754 0.0102 0.0068 -0.0074
C -4.04539 -4.29491 -4.74287 0.0731 0.0483 0.0641
C -3.20179 -8.36280 1.64759 0.0079 0.0018 0.0052
C -2.94148 -6.55567 -0.44070 -0.0808 -0.0268 0.0539
C 2.34188 4.20756 7.59347 0.0018 -0.0036 -0.0061
C 1.86486 9.10718 -5.57942 0.0026 0.0034 0.0001
C -1.76231 1.81702 3.95753 0.0093 -0.0091 0.0039
C 0.97450 4.33692 9.56686 -0.0104 -0.0059 0.0066
C -1.96549 -6.61807 0.54450 0.0289 0.0205 -0.0067
C -4.17517 -8.30069 0.66048 -0.0086 -0.0075 0.0007
C -4.04605 -7.39479 -0.38299 -0.0075 0.0175 -0.0131
C 0.20464 -3.42287 -1.12667 -0.2053 -0.4306 0.0447
C 0.87351 1.29155 -5.47425 -0.0054 0.0024 -0.0151
C 1.70740 3.32443 -4.49621 0.0202 0.0297 -0.0056
C -3.18454 2.11503 2.04256 -0.0015 -0.0146 -0.0134
C 2.21679 4.15683 8.97459 0.0399 -0.0205 0.0203
C 4.45125 -5.19520 -7.46888 0.0031 -0.0031 -0.0038
C 4.42015 -3.02860 -6.42689 0.0073 0.0039 -0.0045
C -4.80298 -3.26033 -6.77381 -0.0030 0.0037 -0.0028
C -5.84225 -2.65958 -6.07712 0.0015 -0.0007 0.0000
C 3.23489 -3.35542 -5.78344 -0.0159 0.0148 0.0056
C 5.02788 -3.94845 -7.27021 0.0010 0.0015 0.0000
C 0.64672 6.63759 -5.92449 -0.0104 -0.0253 -0.0116
C 1.35901 1.38539 -3.11986 -0.0146 -0.0110 0.0106
C -2.09892 -7.52157 1.58968 -0.0116 -0.0119 0.0005
C 3.26439 -5.52110 -6.82742 -0.0026 -0.0029 -0.0057
C 2.65658 -4.60034 -5.98580 -0.0129 0.0086 -0.0106
C -1.54610 3.18695 4.00781 0.0025 0.0032 -0.0100
C -2.97206 3.48535 2.09595 0.0022 0.0042 -0.0085
C -3.90338 -4.07985 -6.10692 0.0346 0.0082 -0.0082
C -2.58062 1.28089 2.97341 -0.0041 -0.0142 -0.0095
H -6.54304 -2.02040 -6.59806 -0.0069 0.0006 -0.0037
H 0.61475 -0.35581 -4.12684 -0.0070 -0.0504 -0.0369
H -6.79738 -2.41030 -4.17264 -0.0025 0.0049 0.0024
H 5.88180 0.52542 13.55247 0.0042 -0.0060 0.0032
H -0.77648 -0.91490 -2.25958 0.0734 -0.0452 0.0820
H 6.10309 0.61829 11.09397 0.0063 0.0037 -0.0014
H 4.11404 1.04530 9.69008 -0.0055 -0.0027 -0.0066
H 4.87105 -2.05728 -6.26958 -0.0007 0.0067 0.0006
H -1.87811 -2.16632 -1.67140 0.0665 0.0536 -0.0097
H 0.21540 9.56867 -4.28893 -0.0045 0.0061 0.0005
H 3.08738 3.97409 9.59174 -0.0003 -0.0097 0.0067
H 2.76186 -2.64046 -5.12193 -0.0012 0.0035 0.0070
H -1.52506 -3.45213 -3.86046 0.0356 0.2278 0.0449
H 1.32424 4.48631 5.72645 0.0029 0.0021 -0.0047
H 3.67135 0.84510 14.60698 0.0003 -0.0006 0.0061
H -1.33980 -7.57071 2.35954 0.0074 -0.0010 0.0013
H -3.34524 -4.93538 -4.21975 0.0033 -0.1193 0.0057
H 0.87867 4.29464 10.64437 0.0054 0.0001 0.0068
H 2.30075 6.17327 -7.20963 -0.0008 0.0000 -0.0107
H 3.31012 4.06285 7.13183 0.0068 0.0094 -0.0019
H -4.80641 -7.34421 -1.15244 -0.0005 -0.0047 -0.0050
H 1.90650 1.37153 10.74375 -0.0019 -0.0024 -0.0069
H 2.09005 3.26430 -2.38680 0.0100 0.0016 0.0023
H -4.69416 -3.09043 -7.83688 -0.0005 0.0001 -0.0057
H -3.30202 -9.06860 2.46213 -0.0005 -0.0035 0.0042
H -1.11240 4.70932 9.23881 -0.0046 0.0077 0.0003
H 4.92760 -5.91366 -8.12342 0.0008 -0.0024 -0.0066
H -0.94310 -0.23776 0.42428 -0.0510 -0.0796 0.0263
H -0.87143 7.37151 -4.59953 -0.0036 -0.0034 0.0036
H -0.88947 4.81273 6.78374 -0.0127 0.0060 0.0081
H 0.17202 5.67360 -6.05736 -0.0114 -0.0006 0.0023
H 1.72969 -4.85328 -5.48674 0.0014 -0.0254 0.0079
H -1.10136 -5.96844 0.49465 0.0125 0.0064 -0.0113
H -1.29294 1.16816 4.68560 0.0092 -0.0013 0.0006
H 2.34004 10.07011 -5.44437 0.0013 0.0062 0.0001
H -5.03363 -8.95855 0.70372 -0.0064 -0.0005 0.0021
H 2.01632 4.35670 -4.60146 -0.0060 0.0073 0.0085
H -3.09408 -4.55192 -6.64908 0.0062 -0.0017 0.0015
H 3.38086 8.37419 -6.90769 0.0078 -0.0014 0.0017
H -5.19308 -3.86426 -2.98081 -0.0067 -0.0122 0.0036
H 2.81366 -6.49291 -6.98241 -0.0021 -0.0049 0.0007
H 1.23480 3.09525 -6.57647 0.0042 0.0010 -0.0065
H 1.39629 0.90371 -2.15026 0.0058 -0.0042 0.0059
H 5.95200 -3.69352 -7.77274 0.0082 -0.0014 0.0021
H -3.82191 1.69615 1.27408 -0.0117 -0.0003 0.0012
H -2.59017 -0.88634 0.12041 0.2001 0.0364 0.2096
H -2.74719 0.21202 2.93175 -0.0026 -0.0055 0.0039
H 1.68193 1.26421 13.20308 -0.0053 0.0004 0.0021
H -0.90342 3.60166 4.77283 0.0068 -0.0052 0.0086
H 0.53023 0.73811 -6.33877 0.0049 -0.0083 -0.0028
H -2.84102 -5.85343 -1.25757 0.0144 0.0175 -0.0169
H -1.98310 5.08991 3.11942 0.0020 0.0057 -0.0005
H -3.44571 4.13566 1.37191 0.0005 0.0027 -0.0058
H -1.96196 0.45869 -0.83042 -0.0209 -0.0739 0.0945

---

(2)
119
Properties=species:S:1:pos:R:3:forces:R:3 method="wB97M-V/def2-TZVPD" relative_energy_kcal_mol=0.00
Cd -0.01061 0.39786 -0.03632 -0.0540 0.2282 -0.2364
Br -1.80387 4.49129 -1.42292 0.0030 0.0203 -0.2998
Br 2.53378 0.80940 1.17925 0.1761 0.0762 0.2444
As -1.91987 -0.32621 -1.75852 -0.5716 -0.4615 -0.2443
As 0.41710 -2.65307 0.19809 -0.4333 -0.0621 0.4718
O 2.67206 0.87752 -3.27290 0.0225 -0.1071 0.0420
O -0.31386 1.97976 1.31273 -0.0076 0.0520 0.1826
O -3.29406 -0.46212 3.14692 -0.0318 -0.0094 -0.0693
O -2.18110 -1.04462 1.32361 -0.2945 -0.0390 -0.2016
O 1.19148 0.03134 -1.80664 0.4105 0.7060 -0.4708
N -5.38964 -1.94633 2.68618 0.0930 -0.0122 0.0278
N 0.31035 2.78162 -1.79581 0.0241 -0.0851 0.1365
C -1.74147 4.52139 2.01919 0.1458 -0.1647 0.0772
C -2.39842 0.75664 -6.35766 -0.0207 -0.0514 0.0418
C -4.11207 0.83767 -0.35483 0.0136 -0.0482 -0.0003
C -5.80835 -3.16654 3.39565 0.0673 0.0726 -0.0312
C 2.12368 3.29194 7.08935 0.0100 -0.0383 -0.0060
C -4.49012 -3.89423 3.61428 0.0310 -0.0093 -0.0883
C -0.22482 -1.70758 4.27250 0.0132 -0.0255 0.0145
C -6.15251 -0.74132 -1.37192 0.0596 -0.0283 0.0147
C -0.01079 -2.82540 2.12745 0.0542 -0.0735 -0.0075
C -0.25533 -4.03862 2.76779 0.0780 0.0217 -0.0447
C 1.75562 1.94422 2.51891 -0.0187 -0.1414 -0.2149
C -1.89928 4.59196 4.48616 -0.0099 -0.0287 0.0149
C -3.01262 -0.38039 -5.84473 0.0330 0.0576 0.0084
C 0.99509 4.99145 -1.20644 0.0313 0.0651 0.0487
C -3.80370 -0.18733 -1.24998 0.0798 0.0437 0.2081
C -5.42423 1.06610 0.03803 -0.0705 -0.0329 -0.0176
C 4.22536 2.83611 5.85424 -0.0102 0.0028 -0.0379
C -6.44984 0.27939 -0.47749 0.0333 -0.0050 0.0534
C -2.86819 -0.70394 -4.50347 0.0191 0.0218 -0.0560
C 1.85482 0.99348 -2.37596 -0.0177 -0.4628 0.0812
C 3.14869 5.07200 5.65082 0.0109 0.0278 0.0297
C -3.13748 -1.18759 2.05436 0.1951 0.0653 0.0334
C -2.50494 2.49795 3.30200 0.0019 0.0484 -0.0285
C -3.73421 -3.63331 2.30445 0.0337 0.0075 0.0738
C 3.01748 -6.61563 0.41535 -0.0599 -0.0097 -0.0394
C -1.63248 1.55595 -5.52369 -0.0272 0.0152 -0.0410
C -0.09600 3.18308 3.37244 -0.0654 0.0614 0.0271
C -1.24500 -3.15195 -0.78079 0.0902 0.2458 -0.1186
C -2.11042 0.10342 -3.65727 0.2295 0.0965 0.0181
C 0.01693 -1.66923 2.90738 0.0673 -0.0242 -0.0866
C 3.55854 -5.36190 0.66725 0.0049 0.0111 -0.0020
C 2.88216 3.56551 5.78260 -0.0409 -0.0132 -0.0404
C -4.83387 -0.97744 -1.74840 -0.0143 -0.0506 0.0414
C -4.22348 -2.24271 1.83816 0.0217 0.0436 0.2357
C 0.91916 -5.57956 -0.16507 -0.0208 -0.0859 -0.0108
C -1.54162 3.69378 3.29959 -0.0216 0.0284 -0.0581
C 2.56456 2.29555 3.58686 0.0085 -0.0520 -0.0013
C -1.50816 -2.24012 -1.99557 0.0923 -0.0987 0.3030
C 2.63136 3.29700 -1.64138 0.1780 0.0010 -0.0681
C 1.70070 -6.72021 -0.01150 0.0489 0.0400 0.0091
C 1.44590 -4.32343 0.10589 0.1581 0.2499 0.0422
C 2.77755 -4.22664 0.50980 -0.0504 0.0216 -0.0289
C 0.04227 4.03111 -1.48159 -0.0743 -0.1145 0.0193
C 0.72625 3.52434 4.43371 0.0479 0.0671 0.0574
C 2.05304 3.10244 4.58397 -0.0217 0.0275 0.0344
C 2.32393 4.59253 -1.27232 -0.0579 0.0620 0.0607
C 1.59240 2.41918 -1.90198 -0.2757 -0.1338 0.0473
C 0.42084 2.34085 2.34118 0.0881 -0.0828 0.0399
C -1.48747 1.23105 -4.18069 0.0387 -0.0099 0.0940
C -0.48399 -2.92211 4.89252 -0.0161 -0.0293 -0.0356
C -0.49416 -4.08717 4.13667 0.0210 -0.0296 0.0143
H 4.08537 1.75181 5.87744 0.0338 0.0562 0.0138
H 0.21782 -0.70688 2.45412 0.0383 0.0394 0.0022
H 3.61845 -7.50755 0.54981 -0.0246 0.0524 -0.0273
H 2.21583 5.64135 5.67965 0.0529 -0.0307 -0.0096
H -5.64585 1.86299 0.73971 0.0217 -0.0400 -0.0507
H -2.43813 1.95094 4.24714 -0.0054 0.0235 -0.0633
H -6.94666 -1.35209 -1.78658 0.0371 0.0166 0.0428
H 3.79084 5.42351 6.46544 -0.0621 -0.0154 -0.0422
H -2.51561 1.01255 -7.40412 0.0179 -0.0193 0.0427
H -1.84904 4.05078 5.43582 0.0030 0.0607 -0.0369
H -3.31630 1.45676 0.04677 -0.0061 0.0156 0.0233
H -0.67539 -5.04413 4.61342 -0.0080 0.0388 -0.0166
H -2.92363 4.95236 4.35977 0.0358 -0.0287 0.0134
H -6.31552 -2.90631 4.32486 -0.0044 -0.0116 -0.0181
H 4.58849 -5.26730 0.99087 -0.0500 0.0006 -0.0177
H -2.78924 4.82670 1.92403 0.0677 0.0085 0.0229
H -3.53728 2.84769 3.17851 0.0620 -0.0161 0.0472
H -4.18410 -0.72133 3.47638 -0.1543 -0.0392 0.1347
H -0.66375 -2.96270 5.96043 0.0047 -0.0039 -0.0335
H -0.25356 -4.96341 2.20554 0.0188 -0.0445 -0.0586
H 4.86415 3.08634 5.00269 -0.0272 -0.0363 0.0519
H -1.08655 -4.14738 -1.18569 -0.0296 -0.1450 0.0314
H -0.60265 -2.19044 -2.60299 0.0349 0.0364 -0.1122
H 0.70852 6.00057 -0.94898 0.0046 -0.0243 0.0205
H -1.14028 2.43796 -5.91663 -0.0156 -0.0429 0.0314
H 1.18675 3.84946 7.14285 0.0346 -0.0275 -0.0066
H -1.24435 5.46612 4.54147 -0.0604 -0.0316 0.0199
H -2.27484 1.80660 2.49367 -0.0120 0.0480 0.0474
H 3.64557 5.28743 4.70155 -0.0070 0.0081 0.0517
H -4.44882 -2.24261 0.77707 -0.1023 0.0492 -0.2473
H -2.08795 -3.19470 -0.09818 -0.0353 0.0788 0.1023
H -6.13581 -1.50446 2.16958 -0.0487 0.0283 -0.0607
H -1.11826 5.42101 2.04595 -0.0471 -0.0259 -0.0224
H 1.88994 2.22749 7.17691 0.0108 0.0507 0.0281
H 3.65349 2.95556 -1.73136 -0.0426 -0.0020 -0.0322
H -3.35587 -1.59529 -4.13603 -0.0030 -0.0343 0.0148
H -3.99936 -4.38625 1.56141 -0.0071 0.0215 -0.0345
H 3.19848 -3.24958 0.71589 0.0451 0.0066 0.0163
H -0.20422 -0.78644 4.84353 -0.0026 -0.0341 -0.0264
H 4.75255 3.13021 6.76461 0.0032 -0.0027 -0.0395
H -3.94828 -3.47152 4.46410 -0.0305 0.0235 -0.0492
H -0.88093 1.85311 -3.53730 -0.0085 0.0256 0.0359
H 1.27087 -7.69309 -0.21722 0.0158 0.0199 0.0014
H -4.62356 -1.78856 -2.43345 -0.0012 -0.0044 -0.0106
H -6.48574 -3.78569 2.79524 0.0078 0.0425 -0.0258
H 3.10958 5.29893 -1.03678 0.0016 0.0041 -0.0257
H -7.47870 0.46351 -0.18605 0.0733 0.0001 -0.0270
H -2.28026 -2.68686 -2.61574 -0.1333 -0.0436 -0.0826
H 3.58138 1.92372 3.61073 -0.0902 0.0372 0.0224
H -2.65474 -3.65173 2.43700 -0.0282 -0.0599 -0.0471
H -4.63522 -4.95878 3.79763 0.0371 0.0400 0.0366
H 2.73526 3.58387 7.94826 -0.0384 -0.0060 -0.0408
H -3.60337 -1.02101 -6.48850 0.0116 0.0306 0.0113
H -0.10907 -5.70225 -0.47906 -0.0197 0.0271 0.0103
H -1.47248 3.93781 1.14189 -0.0348 0.0541 0.1848
H 0.31967 4.16712 5.20423 0.0176 -0.0420 -0.0592